[1]
C24H41Cl2IN2O4 | the ωB97M-V functional and the def2-TZVPD basis

Positions of all 74 atoms, in Å:
C 1.41250 -4.38008 0.68109
O 2.20819 -3.36530 -0.02740
C 2.32205 -2.11245 0.75867
C 3.15764 -0.98053 -0.13175
C 4.70104 -1.62576 -0.23922
N 5.89532 -2.16317 -0.34372
C 3.37964 0.44572 0.69400
C 4.78598 0.30181 1.51921
N 5.69596 0.16944 2.46291
C 2.09136 0.96618 1.52400
C 2.14202 0.88794 3.14910
C 2.41680 -0.59262 3.79436
I 3.38403 2.49312 4.08462
C 2.65536 -0.81473 -1.66699
Cl 3.95713 0.06557 -2.71763
C 1.23729 -0.06879 -1.93067
C -0.07151 -0.71515 -1.17103
Cl 1.29888 1.80964 -1.71885
H 0.29551 -3.99943 0.70565
H 1.47255 -5.37017 0.04310
H 1.84744 -4.52814 1.77238
H 1.27124 -1.73949 1.11342
H 3.04190 -2.37959 1.67211
H 3.59523 1.25245 -0.16023
H 1.92550 2.11379 1.23961
H 1.08108 0.43043 1.18564
H 1.04009 1.17880 3.51290
H 2.51176 -0.42924 4.97249
H 1.44064 -1.23166 3.62277
H 3.40599 -1.11646 3.46476
H 2.57470 -1.90063 -2.15645
H 1.00897 -0.20083 -3.09698
H -0.96452 -0.71844 -1.96369
H -0.46348 -0.10007 -0.25613
H 0.11680 -1.86392 -0.93022
C -3.87772 -4.85166 -0.57663
C -4.58786 -3.53361 -0.74743
C -3.91746 -2.67418 0.30213
O -2.57375 -3.15673 0.43893
C -2.46796 -4.41148 -0.24782
H -3.92849 -5.49575 -1.45813
H -4.30663 -5.39704 0.27245
H -4.38487 -3.12981 -1.74634
H -5.67123 -3.59764 -0.61812
H -4.41029 -2.77757 1.27465
H -3.90230 -1.61498 0.02949
H -1.88189 -4.24543 -1.15830
H -1.93882 -5.13267 0.38114
C 0.18712 6.30769 3.05716
C -1.04675 6.00106 3.86604
C -1.08832 4.48918 3.81974
O 0.26997 4.03822 3.72584
C 1.10607 5.16720 3.43675
H 0.61761 7.29001 3.26739
H -0.04847 6.25771 1.98743
H -0.90622 6.33946 4.89939
H -1.95571 6.46505 3.47488
H -1.62077 4.13319 2.93141
H -1.55979 4.05544 4.70633
H 1.67560 5.40159 4.34269
H 1.80890 4.91101 2.63921
C -2.99411 0.33022 -5.49574
C -2.33566 1.68499 -5.45380
C -1.39126 1.54207 -4.28021
O -1.00571 0.16182 -4.22201
C -1.85731 -0.58670 -5.10049
H -3.42442 0.08060 -6.46888
H -3.79172 0.28181 -4.74486
H -1.76442 1.84827 -6.37528
H -3.03961 2.51278 -5.33663
H -1.88919 1.78999 -3.33683
H -0.50064 2.16920 -4.38002
H -1.26261 -0.87961 -5.97259
H -2.20443 -1.49195 -4.59480

Charge ... 0
HOMO level ... -8.83 eV
SMILES ... COC[C@](C#N)([C@H](C#N)C[C@@H](C)I)[C@H](Cl)[C@@H](C)Cl.C1CCOC1.C1CCOC1.C1CCOC1
E_LUMO ... 0.27 eV
Frontier orbital gap ... 0.3347 Ha
Total energy ... -2567.27165 hartree
Multiplicity ... 1


[2]
C24H41ClGeN2O8PbSe2 | the ωB97M-V functional and the def2-TZVPD basis

Positions of all 80 atoms, in Å:
Pb -0.48695 0.77064 0.23750
C -0.06239 -3.72129 -2.67681
C 1.05740 -2.70388 -2.52882
C 0.87421 -1.56803 -3.52403
C 2.41720 -3.36980 -2.69436
O 0.94532 -2.18199 -1.17798
Ge 2.17922 -1.16294 -0.39720
O 1.38678 -0.90514 1.18722
C 1.93081 -1.32502 2.47255
C 3.43623 -1.09722 2.47342
C 1.25559 -0.44438 3.51073
C 1.58827 -2.79370 2.65913
O 1.85737 0.48268 -1.05176
C 2.85463 1.40020 -1.58958
C 4.06289 0.62470 -2.09836
C 2.16680 2.13946 -2.72639
C 3.25747 2.34885 -0.47184
H -0.04721 -4.14308 -3.68154
H 0.05504 -4.53486 -1.96123
H -1.03020 -3.24868 -2.51829
H 0.90532 -1.95269 -4.54323
H -0.08702 -1.07724 -3.36783
H 1.65882 -0.82089 -3.42265
H 2.48827 -3.85743 -3.66568
H 3.22615 -2.63616 -2.63592
H 2.57028 -4.12103 -1.91985
H 3.66151 -0.05564 2.24155
H 3.85328 -1.32451 3.45383
H 3.93933 -1.74345 1.74894
H 1.50741 0.60343 3.35195
H 0.17190 -0.54192 3.46783
H 1.58616 -0.73201 4.50904
H 2.03060 -3.40471 1.86971
H 1.96513 -3.15441 3.61567
H 0.50789 -2.93949 2.64043
H 3.79213 -0.06606 -2.89818
H 4.80699 1.31551 -2.49289
H 4.54328 0.06752 -1.29067
H 1.80720 1.43913 -3.47873
H 1.31796 2.71491 -2.35614
H 2.86621 2.82724 -3.19996
H 3.83092 1.83015 0.29737
H 3.87655 3.15340 -0.86845
H 2.38015 2.78822 0.00097
Se -2.45554 0.94921 -2.34203
Se -4.31945 0.51522 -1.00023
C -3.68148 -1.16663 -0.29316
C -4.64943 -2.04274 0.19164
C -4.22374 -3.22286 0.76778
C -2.86149 -3.50576 0.80178
C -1.98931 -2.58568 0.25125
N -2.38734 -1.42136 -0.27251
C -2.10280 2.78227 -1.87580
C -2.91486 3.81967 -2.29796
C -2.52446 5.11375 -1.98744
C -1.33893 5.31549 -1.30025
C -0.59155 4.21284 -0.92512
N -0.97273 2.96490 -1.19700
H -5.70101 -1.80091 0.12070
H -4.94401 -3.92060 1.17289
H -2.48874 -4.42639 1.22430
H -0.92125 -2.76398 0.23008
H -3.81193 3.62028 -2.86550
H -3.13607 5.95285 -2.28918
H -0.99874 6.30747 -1.04381
H 0.32347 4.32128 -0.35723
O -1.63389 2.66584 1.61164
Cl -0.42649 3.16460 2.28281
O -0.40930 2.77208 3.64426
O -0.31562 4.56795 2.11600
O 0.69836 2.49552 1.56755
C -3.41027 1.14363 3.74723
C -3.24124 -0.21474 3.11544
O -1.98530 -0.28660 2.39875
H -4.30494 1.12866 4.37106
H -3.52217 1.92403 2.99858
H -2.55444 1.39137 4.37305
H -4.05610 -0.42682 2.41545
H -3.24331 -0.99629 3.87967
H -1.80882 -1.22593 2.26585

Charge ... +1
HOMO level (alpha / beta) ... -11.23 / -11.24 eV
⟨S²⟩ ... 0.75
E_LUMO (alpha / beta) ... -3.06 / -4.73 eV
Frontier orbital gap (alpha / beta) ... 0.3003 / 0.2391 Ha
Total energy ... -9182.97514 hartree
Multiplicity ... 2


[3]
C24H41CrF3P2 | the ωB97M-V functional and the def2-TZVPD basis

Positions of all 71 atoms, in Å:
Cr -0.76042 0.98238 -1.00414
C -0.83000 -1.80216 2.64909
C 0.45679 -2.11062 2.13002
C 0.72534 -0.64751 3.88071
C -0.66515 -0.87635 3.71196
C 1.42142 -1.43281 2.92536
C -2.11760 -2.34037 2.17062
H -1.96208 -3.26628 1.60399
H -2.63477 -1.62784 1.50360
H -2.79052 -2.56226 3.01125
C -1.76089 -0.28475 4.50573
H -2.51777 0.18744 3.85885
H -1.37734 0.48184 5.18906
H -2.27708 -1.04959 5.10947
C 1.33990 0.21634 4.90918
H 1.44962 -0.31645 5.86708
H 0.72582 1.10647 5.09698
H 2.33850 0.54543 4.59619
C 2.89259 -1.52877 2.80921
H 3.35213 -1.77115 3.77969
H 3.33910 -0.58123 2.46663
H 3.17903 -2.31380 2.10061
C 0.72418 -2.98490 0.96827
H 0.68213 -4.05733 1.22402
H 1.71875 -2.78572 0.54929
H -0.01726 -2.81011 0.17297
C -1.62235 1.76982 -2.42761
C -2.13275 0.33234 -2.45215
C -1.33047 -0.58484 -3.37652
C 0.11418 -0.86555 -2.86806
C 0.51715 -0.22447 -1.54729
C 1.40216 1.04241 -1.59910
C 0.89334 2.34447 -2.35084
C -0.41731 2.23025 -3.20557
H -1.29702 -0.11999 -4.37879
H 0.81414 -0.60247 -3.68117
H -1.85812 -1.52683 -3.56908
H -0.26341 1.65950 -4.13775
H -2.40892 2.50812 -2.24486
H -3.14036 0.42067 -2.90089
H -0.64274 3.24868 -3.56032
H 0.78597 3.17481 -1.62704
H 2.20762 0.70303 -2.28550
H 1.69268 2.68663 -3.03218
H 0.20612 -1.95805 -2.75824
H 0.96936 -0.95640 -0.86835
P -3.32758 -0.83969 -0.98854
C -4.89607 0.06847 -1.20627
C -3.52338 -2.43555 -1.85009
P 4.12925 1.64253 -0.19205
C 2.22756 1.29373 -0.24672
C 4.58154 0.43224 -1.51644
C 4.02594 3.23960 -1.10876
H -4.93628 0.85951 -0.44145
H -5.72936 -0.62290 -1.04725
H -4.98001 0.53166 -2.19725
H -2.55779 -2.77096 -2.25019
H -4.27082 -2.39560 -2.65155
H -3.83874 -3.16158 -1.08533
H 4.12408 3.09896 -2.19182
H 4.84560 3.86797 -0.73092
H 3.07108 3.74197 -0.88968
H 1.75456 2.09861 0.34152
H 2.16705 0.37514 0.36396
H 5.60447 0.10834 -1.27470
H 4.56457 0.87965 -2.52128
H 3.92988 -0.45538 -1.48521
F -0.43634 1.96015 1.71771
C -1.41435 1.99685 0.71901
F -1.67023 3.34142 0.49981
F -2.56836 1.49286 1.31913

Energy above the lowest of the compared OMol25 structures with the same formula, charge and spin ... 164.5 kcal/mol
Charge ... +1
HOMO level (alpha / beta) ... -9.16 / -9.09 eV
⟨S²⟩ ... 4.12
E_LUMO (alpha / beta) ... -4.99 / -3.70 eV
Frontier orbital gap (alpha / beta) ... 0.1536 / 0.1978 Ha
Total energy ... -2965.34743 hartree
Multiplicity ... 4


[4]
C24H41MnN10O3 | the ωB97M-V functional and the def2-TZVPD basis

Positions of all 79 atoms, in Å:
Mn -0.02518 1.53319 -0.20692
N -0.81287 3.59427 0.38080
C -2.29670 3.50191 0.63117
C -2.63078 2.66641 1.88816
C -3.71368 1.61982 1.59678
C -3.36655 0.55130 0.56313
N -1.96440 0.11960 0.59500
H -0.38666 4.10906 1.11169
H -0.71281 4.13512 -0.48876
H -2.69655 3.01723 -0.28276
H -2.75983 4.49236 0.57230
H -2.92203 3.26684 2.74628
H -1.71008 2.17632 2.19250
H -4.61203 2.12684 1.23060
H -3.95666 1.22027 2.54026
H -3.49226 0.91083 -0.44225
H -4.15366 -0.23079 0.57560
H -1.80385 -0.57562 -0.13888
H -1.64068 -0.28321 1.45384
N 3.69922 -0.40899 1.75552
C 2.46069 -1.02029 2.28580
C 2.59143 -1.10790 3.83176
C 1.62128 -1.99548 4.66377
C 1.32375 -3.38778 4.10877
N 0.28880 -3.28107 3.11689
C -0.42267 -4.25409 2.62894
N -1.40377 -3.94379 1.77055
N -0.27253 -5.51811 3.05352
C 1.20381 -0.33535 1.84158
O 0.13245 -0.89291 2.09220
O 1.29522 0.74760 1.22821
H 4.45595 -1.07825 1.88097
H 3.91378 0.42566 2.30953
H 2.36803 -2.03322 1.87085
H 2.59997 -0.12716 4.26052
H 3.58949 -1.48552 3.99556
H 0.68333 -1.46372 4.76452
H 2.12590 -2.08345 5.63861
H 0.95232 -3.96222 4.96066
H 2.22202 -3.91638 3.73163
H 0.11609 -2.30950 2.73774
H -1.50727 -2.99393 1.38864
H -1.89881 -4.65380 1.23628
H 0.56708 -5.74569 3.56086
H -0.74884 -6.29534 2.62479
O -1.16819 2.17709 -1.82799
C -2.09421 1.62692 -2.54365
C -3.17996 2.36730 -3.10032
C -4.15136 1.76435 -3.82954
C -4.18507 0.36630 -4.02334
C -3.14628 -0.36252 -3.51749
C -2.09871 0.23595 -2.76899
C -0.91925 -0.54139 -2.36584
N -0.04271 -0.38078 -1.38994
C 0.95758 -1.28011 -1.61519
C 0.64905 -2.08229 -2.67093
N -0.60241 -1.67046 -3.07996
H -3.19515 3.43427 -2.98311
H -4.88080 2.31734 -4.32231
H -5.00998 -0.08471 -4.55995
H -3.29628 -1.43608 -3.66049
H 1.84583 -1.24028 -1.01773
H 1.17601 -2.90196 -3.10248
H -0.99629 -1.85710 -3.97776
C 5.25663 0.35250 -2.02301
C 3.92167 1.00324 -2.17467
C 3.33008 1.67159 -3.21722
C 2.16132 2.19602 -2.68232
N 1.95988 1.84063 -1.42554
N 3.07062 1.08573 -1.12073
C 1.31321 3.15774 -3.44421
H 5.48001 -0.29891 -2.84607
H 5.37666 -0.09395 -1.02616
H 6.03425 1.14399 -2.09963
H 3.76071 1.93587 -4.16781
H 3.07379 0.50418 -0.23879
H 0.42363 2.65744 -3.75024
H 1.82112 3.47618 -4.35195
H 1.05512 4.08485 -2.93186

Energy above the lowest of the compared OMol25 structures with the same formula, charge and spin ... 13.9 kcal/mol
Charge ... +1
HOMO level (alpha / beta) ... -9.14 / -9.29 eV
⟨S²⟩ ... 8.75
E_LUMO (alpha / beta) ... -2.26 / -2.26 eV
Frontier orbital gap (alpha / beta) ... 0.2528 / 0.2583 Ha
Total energy ... -2863.38804 hartree
Multiplicity ... 6


[5]
C24H42AlCl2F6N2NaO2PS2 | the ωB97M-V functional and the def2-TZVPD basis

Positions of all 83 atoms, in Å:
C -5.24589 1.11673 5.15353
C -6.09503 0.23230 4.03244
C -5.06867 -0.94596 3.51159
C -5.85741 -2.03015 2.56764
C -4.99181 -2.55455 1.27789
C -3.39824 -2.86462 1.61080
C -2.65118 -2.98452 0.13364
C -1.04065 -3.39312 0.30824
C -0.22351 -2.02151 0.68093
C 1.39215 -2.08768 0.33192
C 1.71288 -2.51595 -1.22747
C 1.34653 -1.28230 -2.29552
C 2.78276 -0.44760 -2.47258
C 2.57543 1.15340 -2.75934
C 3.03895 2.00927 -1.44015
C 1.97505 3.08977 -0.73166
C 2.62436 3.87485 0.59648
O 1.76357 4.88455 1.26292
N 3.98819 3.63721 1.15014
N 4.77943 2.74022 0.50354
P 6.42831 2.50918 1.25020
S 7.84767 3.38594 0.24795
C 4.54601 1.89721 -0.72170
S 5.89103 0.76676 -1.41444
H -5.71492 0.95089 6.23170
H -4.13848 0.72020 5.14905
H -5.24183 2.26278 4.86135
H -6.46576 0.92785 3.14105
H -7.02287 -0.32515 4.52190
H -4.17602 -0.42562 2.91809
H -4.56521 -1.52565 4.40415
H -6.19574 -2.99322 3.17341
H -6.82083 -1.46693 2.14622
H -5.42264 -3.57581 0.83660
H -4.98091 -1.79971 0.36045
H -2.85291 -1.99849 2.17906
H -3.24442 -3.86739 2.21436
H -3.11902 -3.88693 -0.49010
H -2.65794 -1.97848 -0.47721
H -0.87248 -4.22757 1.11943
H -0.73904 -3.87759 -0.72823
H -0.35708 -1.80923 1.84648
H -0.66654 -1.05243 0.14235
H 1.88337 -2.84743 1.10199
H 1.87541 -1.03019 0.60171
H 1.24826 -3.53832 -1.55780
H 2.89570 -2.66547 -1.28126
H 0.49801 -0.56869 -1.87772
H 1.05824 -1.79007 -3.31850
H 3.30453 -0.52729 -1.40255
H 3.43315 -0.94088 -3.31927
H 1.42687 1.40502 -2.94856
H 3.14171 1.49860 -3.74643
H 0.89178 3.29557 -1.13743
H 1.06418 4.41997 1.81859
H 6.62801 1.06001 1.38592
H 6.34799 2.99551 2.63456
H 5.47881 -0.59212 -1.25704
Cl 5.61257 2.37651 -3.60880
Na 6.47403 -1.89331 -0.91015
Cl 0.14582 -5.49362 0.77098
O -2.50488 -7.70698 -0.78411
H -2.16876 -8.63490 -0.69470
H -2.60407 -7.44779 -1.73545
H -1.93216 -7.06526 -0.29183
F -1.27051 3.45983 -2.66080
C -0.88658 3.94220 -3.85014
C 0.44549 4.28707 -4.05093
C 0.84669 4.78453 -5.29075
C -0.09189 4.94196 -6.31353
C -1.42758 4.59770 -6.10058
C -1.82618 4.08984 -4.86437
H 1.15871 4.16577 -3.24219
H 1.88729 5.04976 -5.46032
H 0.22062 5.33419 -7.27896
H -2.15706 4.72497 -6.89680
H -2.85856 3.80883 -4.68451
F 4.67274 0.98115 3.33275
Al 4.98306 0.55977 5.05604
F 3.59756 -0.39408 5.69966
F 5.17082 2.07011 6.01890
F 6.49085 -0.41804 5.17281
F -6.01932 1.48466 1.86445

Charge ... -1
HOMO level ... -3.60 eV
E_LUMO ... -1.43 eV
Frontier orbital gap ... 0.0796 Ha
Total energy ... -4261.27803 hartree
Multiplicity ... 1


[6]
C24H42BF4LiO12 | the ωB97M-V functional and the def2-TZVPD basis

Positions of all 84 atoms, in Å:
Li 3.38386 0.20172 -2.47964
B 0.62174 0.33266 -0.45829
F -0.02897 0.76716 -1.57247
F 0.53811 -0.87955 -0.05084
F 2.02607 0.57863 -0.63603
F 0.19608 1.26036 0.50186
C 1.61620 1.97929 3.59131
O 0.44451 1.47776 3.29169
H 2.21535 1.30610 4.12958
H 1.25897 2.72057 4.39405
H 2.17732 2.31415 2.75268
H 0.38641 1.52421 2.09621
C 1.32950 -4.65723 -0.21260
O 2.67428 -4.25596 -0.29692
H 0.75417 -3.79804 -0.26534
H 1.08245 -5.26192 0.65669
H 0.74608 -5.20197 -0.87002
H 2.88150 -3.64635 0.40732
C -0.10220 4.40885 0.67612
O 0.66994 3.76821 -0.30743
H -0.28607 3.60250 1.57373
H -1.06273 4.92213 0.18994
H 0.63622 5.18050 0.88577
H 0.38557 2.80097 -0.30029
C 5.04160 -1.07882 -0.17048
O 5.15744 -0.34308 -1.31160
H 4.38058 -0.48908 0.49784
H 5.92173 -1.43706 0.05435
H 4.24529 -1.91679 -0.25626
H 6.01877 -0.47522 -1.66200
C 1.78762 2.46858 -4.44308
O 2.48194 2.26301 -3.22348
H 2.15119 1.47270 -4.89047
H 1.84361 3.49122 -4.96940
H 0.76282 2.35374 -4.58110
H 2.16054 2.83200 -2.57565
C 1.06569 -1.46221 -3.83598
O 2.04886 -1.52754 -2.82047
H 0.15249 -2.04412 -3.47957
H 1.49039 -1.91857 -4.84106
H 0.84512 -0.44496 -4.09965
H 1.48055 -1.64137 -1.90038
C -2.12908 3.12812 -2.40440
C -2.63056 4.46695 -2.36593
C -3.73018 4.78117 -3.15044
C -4.37412 3.84079 -3.95080
C -3.98164 2.51787 -3.95148
C -2.89025 2.15674 -3.18300
O -2.55398 0.85689 -3.00764
O -4.06966 6.10289 -3.18396
H -1.27729 2.63532 -2.16466
H -2.20037 5.25289 -1.91338
H -5.21401 4.22412 -4.69612
H -4.54992 1.89605 -4.66737
H -1.75102 0.85752 -2.58273
H -3.91514 6.43237 -2.33928
C -3.17641 -0.89848 0.70493
C -3.70124 -2.14981 1.25496
C -4.05380 -2.36708 2.56099
C -4.07136 -1.28693 3.42357
C -3.67340 0.07667 2.99607
C -3.13442 0.08898 1.73054
O -2.71657 1.34527 1.41542
O -4.36558 -3.60019 3.06877
H -2.83739 -0.84397 -0.29523
H -3.76995 -2.94844 0.55146
H -4.24431 -1.36719 4.47518
H -3.47661 0.90307 3.51166
H -2.48360 1.19424 0.47612
H -4.71024 -3.60304 3.90491
C 2.62874 -4.26810 3.44418
C 1.29944 -4.56931 3.68209
C 0.27142 -3.67821 3.39999
C 0.61130 -2.42991 2.90721
C 1.94408 -2.08183 2.68179
C 2.96447 -2.97484 3.02411
O 4.28006 -2.65448 2.95030
O -1.01178 -3.94362 3.64265
H 3.39498 -4.80274 3.80974
H 1.17266 -5.60818 3.97917
H -0.20496 -1.82922 2.75825
H 2.17771 -1.14689 2.20216
H 4.26003 -1.76632 2.92635
H -1.68665 -3.48631 3.18523

Energy above the lowest of the compared OMol25 structures with the same formula, charge and spin ... 18.3 kcal/mol
Charge ... 0
HOMO level ... -7.92 eV
E_LUMO ... -0.51 eV
Frontier orbital gap ... 0.2722 Ha
Total energy ... -2274.34947 hartree
Multiplicity ... 1


What did we get for molecular weight? Answer: 619.41 958.78 500.53 572.60 720.59 616.33 g mol⁻¹, in the order shown.